No. 1
{
  "formula": "C6H11N4",
  "method": "ωB97M-V with the def2-TZVPD basis set",
  "symbols": ["C", "C", "C", "C", "C", "C", "N", "N", "N", "N", "H", "H", "H", "H", "H", "H", "H", "H", "H", "H", "H"],
  "coordinates": [[2.381521, -0.515108, -0.931933], [1.438157, -0.527324, -1.862003], [2.024599, -0.316148, 0.378678], [0.658493, 0.128679, 0.666863], [-0.153564, 0.148743, -0.359217], [-3.726612, -0.205788, -0.025283], [0.128771, -0.308098, -1.559436], [3.041934, -0.401010, 1.325004], [0.319266, 0.616824, 1.880875], [-2.746608, 0.623057, -0.554344], [3.447774, -0.593839, -1.288222], [1.706742, -0.743385, -2.937291], [-3.964328, 0.016002, 1.010305], [-4.644160, -0.048865, -0.578598], [-3.480693, -1.167801, -0.317749], [-0.653230, -0.096095, -2.151459], [3.925800, -0.306179, 1.003957], [2.760566, -0.051433, 2.271428], [1.013706, 1.002712, 2.367491], [-0.455816, 1.171678, 1.771219], [-3.022318, 1.573377, -0.110286]],
  "forces_ev_per_angstrom": [[2.13, -0.16, -0.50], [-1.48, -0.65, -4.06], [0.77, 0.70, 1.98], [3.70, -0.71, 0.94], [-1.87, -0.52, -0.64], [-0.64, 0.22, 0.23], [0.43, 0.82, 0.05], [-6.24, 0.68, 1.85], [-1.62, -2.87, -0.99], [0.47, 3.43, 0.27], [-1.30, -0.21, 0.76], [-0.66, 0.35, 1.35], [-0.02, -0.56, 0.32], [-0.67, 0.52, -0.32], [0.32, -2.41, 0.41], [0.05, -0.51, -1.38], [3.33, 0.31, -0.79], [1.16, -0.69, -1.31], [3.08, 1.99, 2.48], [-2.17, 1.61, 0.46], [1.23, -1.35, -1.11]],
  "de_lowest_ev": 4.844,
  "total_charge": 1,
  "lumo_energy_ev": [-3.8, -4.8],
  "homo_ev": [-12.629, -12.507]
}

=====

No. 2
{
  "formula": "C22H29Br2N10O5SW",
  "method": "ωB97M-V with the def2-TZVPD basis set",
  "symbols": ["W", "N", "C", "C", "N", "H", "H", "H", "H", "H", "H", "H", "H", "Br", "C", "C", "C", "Br", "C", "C", "C", "C", "N", "C", "C", "O", "H", "H", "H", "H", "N", "C", "O", "C", "C", "N", "C", "N", "H", "H", "C", "N", "C", "N", "C", "N", "C", "N", "C", "C", "H", "H", "H", "H", "H", "H", "H", "H", "H", "H", "H", "H", "C", "S", "O", "O", "O", "H", "H", "H"],
  "coordinates": [[0.188163, 0.112568, 0.197295], [-0.229412, -0.092756, 2.428163], [0.401930, 0.849558, 3.371311], [1.806172, 1.040671, 2.864931], [1.703287, 1.365542, 1.425121], [-1.239463, -0.061441, 2.536174], [0.053970, -1.029843, 2.698331], [0.365430, 0.479893, 4.395448], [-0.162768, 1.780718, 3.354373], [2.376140, 0.112750, 2.946132], [2.350209, 1.810257, 3.412540], [2.625548, 1.262314, 1.013381], [1.477363, 2.348960, 1.296834], [-0.155073, 0.097524, -4.897665], [-0.346660, 1.538313, -3.706744], [-0.505058, 2.842018, -4.228646], [-0.668524, 3.911620, -3.401166], [-0.870426, 5.635240, -4.123964], [-0.712977, 3.721501, -1.992283], [-0.972445, 4.728591, -1.041825], [-1.069538, 4.414322, 0.289608], [-0.834668, 3.098522, 0.699987], [-0.543506, 2.134667, -0.161202], [-0.555481, 2.417110, -1.495208], [-0.334063, 1.309216, -2.357580], [-0.095016, 0.117264, -1.800529], [-0.492252, 2.972936, -5.301463], [-1.115042, 5.746865, -1.377499], [-1.308528, 5.162834, 1.030195], [-0.900183, 2.827000, 1.744787], [-3.069368, -0.097702, -1.528538], [-2.908555, 0.127695, -0.225942], [-1.769658, -0.207663, 0.346923], [-3.872771, 0.724473, 0.585585], [-3.448523, 1.033219, 1.893660], [-2.952058, 1.220110, 2.920615], [-5.133847, 1.085505, 0.048905], [-6.138882, 1.304083, -0.468583], [-2.303001, -0.462266, -2.067213], [-3.935038, 0.150782, -1.981574], [1.365651, -2.933666, -0.580868], [0.149342, -2.300139, 0.071074], [-0.006895, -2.981947, 1.401462], [-0.109136, -4.416430, 1.299265], [1.096555, -4.935793, 0.646387], [1.254253, -4.366656, -0.688653], [0.081544, -4.705815, -1.490105], [-1.135598, -4.180407, -0.873648], [-1.037667, -2.747470, -0.760777], [-1.269044, -4.750621, 0.466341], [2.237169, -2.679898, 0.015981], [1.466702, -2.491620, -1.570683], [-0.921075, -2.602820, 1.866160], [0.870415, -2.735203, 2.008690], [1.018847, -6.020134, 0.571945], [1.970634, -4.688135, 1.251692], [0.002878, -5.789493, -1.575117], [0.191531, -4.282272, -2.490051], [-1.938559, -2.371920, -0.286224], [-0.917421, -2.301603, -1.749389], [-1.348498, -5.834570, 0.390802], [-2.175557, -4.363902, 0.935911], [3.138865, -0.305736, -2.769950], [3.031831, 0.465745, -1.194649], [2.330948, 1.727608, -1.337262], [4.327755, 0.516519, -0.586580], [2.125284, -0.461008, -0.349379], [3.692968, 0.375635, -3.412305], [2.134853, -0.464551, -3.155515], [3.681502, -1.241931, -2.663356]],
  "forces_ev_per_angstrom": [[0.35, -0.52, 0.60], [0.14, -0.35, 0.07], [0.01, 0.11, -0.01], [0.06, 0.01, 0.04], [-0.11, 0.08, -0.06], [-0.28, 0.09, 0.05], [-0.05, 0.00, 0.07], [0.06, -0.04, -0.02], [0.00, 0.00, 0.00], [-0.02, -0.01, 0.01], [-0.03, 0.02, -0.02], [0.05, 0.03, -0.03], [0.00, 0.03, 0.05], [0.01, -0.07, 0.00], [-0.12, 0.10, 0.03], [-0.01, -0.06, -0.01], [0.00, -0.10, 0.10], [0.00, 0.04, -0.05], [-0.33, 0.07, 0.17], [-0.01, 0.07, -0.05], [0.02, -0.14, 0.01], [-0.07, 0.06, -0.14], [0.31, 0.12, 0.06], [0.32, -0.14, -0.44], [0.19, 0.09, 0.01], [-0.01, 0.02, 0.02], [0.00, 0.04, 0.00], [0.00, 0.00, 0.01], [0.00, 0.01, 0.00], [0.01, -0.02, 0.01], [-0.15, -0.10, -0.01], [0.32, 0.49, 0.47], [-0.60, -0.33, -0.37], [0.09, 0.03, -0.32], [0.08, -0.09, 0.25], [-0.01, 0.07, -0.08], [-0.06, -0.14, 0.07], [0.03, 0.09, -0.05], [0.04, -0.03, -0.05], [0.01, -0.01, -0.01], [0.05, 0.01, -0.02], [0.00, 0.05, 0.01], [-0.05, 0.00, 0.02], [0.00, 0.03, 0.00], [0.02, -0.04, 0.02], [0.00, 0.02, -0.02], [0.00, -0.03, -0.04], [0.01, 0.01, 0.01], [-0.01, 0.04, -0.09], [-0.02, -0.03, 0.01], [-0.01, -0.01, -0.01], [0.00, -0.01, 0.01], [0.01, 0.01, 0.00], [-0.01, 0.00, 0.00], [0.00, 0.01, 0.00], [-0.01, 0.00, 0.00], [0.00, 0.01, 0.00], [0.00, 0.00, 0.01], [-0.02, 0.03, 0.00], [-0.01, 0.00, 0.00], [-0.01, 0.01, 0.00], [0.01, -0.01, 0.00], [0.05, -0.06, 0.05], [-0.16, 0.29, 0.00], [0.06, -0.04, -0.12], [0.00, -0.13, 0.05], [-0.11, 0.30, -0.32], [0.01, 0.01, 0.00], [-0.03, 0.03, 0.02], [0.00, -0.02, 0.02]],
  "de_lowest_ev": 0.187,
  "total_charge": 1,
  "multiplicity": 3,
  "lumo_energy_ev": [-3.6, -4.0],
  "homo_ev": [-10.998, -11.306]
}

=====

No. 3
{
  "formula": "C22H28N2O5S",
  "method": "ωB97M-V with the def2-TZVPD basis set",
  "symbols": ["C", "O", "C", "C", "C", "C", "O", "C", "C", "S", "O", "O", "N", "C", "C", "C", "C", "O", "N", "C", "C", "C", "C", "C", "C", "C", "C", "C", "C", "C", "H", "H", "H", "H", "H", "H", "H", "H", "H", "H", "H", "H", "H", "H", "H", "H", "H", "H", "H", "H", "H", "H", "H", "H", "H", "H", "H", "H"],
  "coordinates": [[5.755978, -1.678110, -0.138421], [5.370864, -2.565255, -1.166264], [4.062070, -2.636488, -1.499674], [3.731605, -3.517606, -2.535153], [2.425826, -3.663113, -2.946531], [1.402305, -2.936390, -2.336949], [0.091379, -3.131261, -2.698906], [-0.299777, -2.484398, -3.901606], [1.737786, -2.055834, -1.320997], [0.507545, -1.041945, -0.497370], [1.215330, -0.056825, 0.268506], [-0.441558, -0.557193, -1.468868], [-0.221212, -2.101003, 0.545065], [-1.415767, -2.764575, 0.076414], [-2.685738, -1.958672, 0.379115], [-2.648166, -1.345855, 1.790345], [-2.507321, 0.181069, 1.898343], [-2.952596, 0.732689, 2.887178], [-1.868839, 0.806564, 0.886284], [-1.592244, 2.175856, 0.747894], [-0.907573, 2.577987, -0.394954], [-0.617025, 3.913984, -0.584940], [-0.998142, 4.877681, 0.339342], [-0.674758, 6.322843, 0.106994], [-1.687288, 4.473933, 1.485223], [-2.119469, 5.479658, 2.509209], [-1.976459, 3.131579, 1.680273], [-1.531295, -1.980770, 2.634427], [-0.161872, -1.832732, 1.971896], [3.044756, -1.905638, -0.895117], [5.505083, -0.643596, -0.388478], [6.836583, -1.780423, -0.055196], [5.289852, -1.944643, 0.814412], [4.524970, -4.080427, -3.000759], [2.178177, -4.353121, -3.738858], [-0.358589, -1.403979, -3.744288], [-1.286475, -2.874653, -4.142987], [0.395812, -2.705748, -4.716041], [-1.459973, -3.748806, 0.552160], [-1.300771, -2.908503, -0.996706], [-3.542299, -2.629957, 0.293904], [-2.810429, -1.184033, -0.378292], [-3.593404, -1.556986, 2.302222], [-1.494701, 0.254805, 0.124765], [-0.599953, 1.840938, -1.120881], [-0.082112, 4.216407, -1.474354], [-1.586104, 6.919074, 0.063418], [-0.133894, 6.450182, -0.827449], [-0.062049, 6.715781, 0.918061], [-2.643565, 4.991624, 3.326277], [-2.782677, 6.220751, 2.063643], [-1.257893, 6.009111, 2.915314], [-2.506935, 2.822324, 2.565282], [-1.506806, -1.503197, 3.614763], [-1.757134, -3.038942, 2.781047], [0.550476, -2.529810, 2.433514], [0.224361, -0.819284, 2.100024], [3.222103, -1.195071, -0.105276]],
  "forces_ev_per_angstrom": [[0.07, 0.11, 0.13], [0.03, -0.16, -0.18], [-0.43, -0.04, -0.09], [0.14, 0.17, 0.18], [-0.21, 0.13, 0.14], [-0.02, -0.01, -0.10], [0.30, -0.21, 0.15], [-0.11, 0.20, -0.17], [-0.62, 0.22, -0.11], [0.46, -0.55, 0.16], [0.12, -0.23, 0.12], [-0.08, -0.34, -0.05], [0.34, 0.88, -0.69], [-0.56, -0.22, -0.52], [0.20, -0.14, 0.01], [-0.10, 0.06, 0.22], [-0.31, -0.58, 0.01], [0.00, 0.16, 0.20], [0.21, -0.05, -0.31], [0.05, 0.41, -0.01], [-0.03, -0.07, 0.06], [-0.07, 0.00, 0.09], [0.02, -0.02, -0.02], [-0.03, -0.07, 0.04], [0.10, -0.07, -0.20], [0.02, -0.04, -0.05], [-0.08, -0.06, 0.15], [-0.02, 0.02, -0.19], [0.46, 0.15, 0.74], [0.50, 0.06, 0.12], [0.00, -0.02, 0.00], [-0.09, 0.05, 0.04], [0.00, 0.01, -0.02], [0.09, -0.07, -0.06], [-0.06, -0.07, -0.07], [0.02, -0.09, -0.05], [0.03, 0.04, -0.07], [-0.04, -0.03, 0.04], [0.04, 0.04, -0.08], [-0.16, -0.22, 0.12], [-0.02, 0.05, -0.03], [-0.06, -0.06, -0.03], [0.16, 0.16, -0.09], [-0.33, 0.02, 0.11], [0.03, -0.04, -0.08], [0.05, 0.03, -0.08], [-0.02, 0.13, -0.01], [0.03, 0.06, -0.05], [0.05, 0.12, 0.03], [-0.04, 0.02, 0.07], [-0.05, 0.10, 0.04], [0.02, 0.10, 0.07], [-0.01, -0.01, 0.02], [0.02, -0.09, 0.00], [-0.03, 0.01, 0.06], [-0.07, 0.15, 0.04], [-0.07, -0.14, 0.19], [0.18, 0.06, 0.08]],
  "smiles": "COc1ccc(OC)c(S(=O)(=O)N2CCC(C(=O)Nc3ccc(C)c(C)c3)CC2)c1",
  "de_lowest_ev": 2.916,
  "total_charge": 0,
  "lumo_energy_ev": 0.6,
  "homo_ev": -7.825
}

=====

No. 4
{
  "formula": "C25H25BBaF4N3O4S6",
  "method": "ωB97M-V with the def2-TZVPD basis set",
  "symbols": ["Ba", "C", "S", "C", "S", "N", "N", "C", "C", "C", "C", "C", "C", "N", "H", "H", "H", "H", "H", "H", "H", "H", "O", "O", "O", "S", "C", "C", "C", "C", "H", "H", "H", "H", "H", "H", "H", "H", "F", "B", "F", "F", "F", "O", "C", "C", "C", "C", "C", "S", "C", "C", "C", "C", "S", "C", "C", "C", "C", "S", "H", "H", "H", "H", "H", "H", "H", "H", "H"],
  "coordinates": [[1.098122, 0.464899, 0.070131], [0.011591, -4.783853, -2.810317], [-0.005868, -4.706606, -1.000010], [0.076946, -2.922052, -0.828947], [1.808529, -2.695580, -0.946579], [-1.030205, -2.289031, -0.737125], [-0.990689, -0.940436, -0.523752], [-2.093702, -0.324721, -0.671781], [-2.256399, 1.106423, -0.388061], [-3.553514, 1.620125, -0.319482], [-3.736216, 2.956415, -0.015007], [-2.624575, 3.755606, 0.200669], [-1.370557, 3.172345, 0.090385], [-1.192515, 1.892325, -0.198801], [-0.237543, -5.810918, -3.074471], [0.995015, -4.522487, -3.192822], [-0.733854, -4.101968, -3.214290], [-2.983263, -0.858346, -1.010288], [-4.400809, 0.969601, -0.491707], [-4.734135, 3.369799, 0.055127], [-2.722980, 4.804310, 0.446498], [-0.462816, 3.751477, 0.232707], [3.136470, -0.581700, -0.354118], [2.191957, -1.162379, -1.316989], [1.885160, 2.606023, -0.930923], [2.347403, 3.016685, -2.291563], [2.472782, 1.541481, -3.346575], [1.795659, 1.912675, -4.657004], [0.492428, 2.591780, -4.242613], [0.878710, 3.640851, -3.206170], [1.935149, 0.723319, -2.859459], [3.522460, 1.266920, -3.427203], [1.608174, 1.023868, -5.256598], [2.421740, 2.601765, -5.234847], [-0.162426, 1.840282, -3.803836], [-0.028784, 3.038845, -5.089794], [0.121249, 3.840204, -2.448281], [1.179417, 4.584242, -3.665303], [-1.129336, -2.095192, -4.258942], [-0.167353, -1.077024, -4.293583], [1.125130, -1.617087, -4.378146], [-0.410381, -0.220703, -5.383398], [-0.251896, -0.314569, -3.087000], [0.290913, 0.129212, 2.129204], [-0.288622, -0.381473, 3.260050], [0.582378, -0.060771, 4.475027], [0.499212, -0.450494, 5.778508], [1.500898, 0.145874, 6.591020], [2.317353, 0.973282, 5.881461], [1.872940, 1.035640, 4.225370], [-0.450892, -1.890754, 3.102947], [-1.437028, -2.569350, 2.451423], [-1.139279, -3.945672, 2.260156], [0.073174, -4.289308, 2.769628], [0.858818, -2.943859, 3.488193], [-1.637327, 0.304751, 3.513502], [-1.909221, 1.601905, 3.202389], [-3.188162, 2.033363, 3.645790], [-3.870261, 1.055030, 4.298890], [-2.957291, -0.399491, 4.370371], [-0.250961, -1.141083, 6.139370], [1.613219, -0.042746, 7.650119], [3.163561, 1.535063, 6.244402], [-2.325924, -2.090848, 2.066873], [-1.790095, -4.637366, 1.744162], [0.547251, -5.257756, 2.758024], [-1.191145, 2.215813, 2.679572], [-3.584147, 3.025917, 3.477465], [-4.862980, 1.099902, 4.717953]],
  "forces_ev_per_angstrom": [[0.30, 1.59, 0.32], [-0.03, 0.04, 0.00], [-0.20, -0.02, 0.15], [0.20, -0.01, -0.22], [-0.12, -0.38, -0.01], [-0.29, -0.51, -0.13], [-0.48, 0.18, -0.09], [-0.01, -0.61, -0.13], [-0.34, 0.46, 0.01], [0.06, -0.09, 0.02], [0.04, 0.03, 0.00], [-0.02, 0.01, 0.01], [-0.12, 0.02, -0.07], [-0.52, 0.05, -0.21], [0.01, -0.01, 0.00], [-0.01, 0.02, -0.02], [0.03, -0.02, -0.01], [0.02, -0.08, 0.05], [0.01, -0.01, 0.00], [0.00, 0.00, 0.00], [0.01, 0.00, 0.00], [-0.01, 0.01, 0.00], [1.28, -1.05, -0.36], [0.65, -0.58, -0.93], [0.04, 0.91, 0.12], [0.16, 0.30, -0.76], [0.01, -0.08, 0.02], [-0.02, 0.03, -0.02], [-0.01, -0.01, -0.01], [0.12, -0.02, 0.03], [0.03, 0.07, -0.01], [0.00, 0.00, 0.01], [0.01, -0.01, 0.02], [0.00, -0.01, -0.01], [-0.01, 0.00, -0.01], [0.00, 0.00, 0.01], [0.01, -0.01, 0.02], [0.01, 0.00, 0.01], [0.00, 0.02, 0.01], [0.05, -0.05, 0.09], [-0.06, 0.03, -0.06], [0.00, 0.01, 0.00], [0.03, 0.08, -0.06], [-0.82, -0.19, 2.26], [-0.06, -0.03, -0.01], [-0.03, -0.01, -0.03], [-0.02, 0.00, -0.07], [0.04, -0.02, 0.06], [-0.02, 0.06, -0.09], [0.08, -0.05, 0.10], [0.05, -0.03, 0.05], [0.02, 0.06, -0.02], [-0.05, -0.06, -0.01], [0.09, 0.09, 0.04], [-0.11, -0.05, -0.05], [-0.08, -0.04, 0.04], [0.04, -0.03, -0.07], [-0.03, 0.04, -0.01], [0.03, -0.12, 0.04], [0.01, 0.11, -0.04], [0.00, 0.00, 0.00], [0.00, 0.00, 0.00], [-0.01, 0.00, 0.00], [-0.01, 0.01, 0.02], [0.00, 0.01, 0.00], [0.00, 0.00, 0.00], [0.00, -0.01, 0.00], [0.00, 0.00, 0.00], [0.01, 0.00, 0.00]],
  "total_charge": -1,
  "lumo_energy_ev": 1.8,
  "homo_ev": -5.537
}

=====

We obtain electronic energy values of -453.840236; -7392.720484; -1739.018261; -4272.041715 Ha for the records listed above, in that order.